Entry 1:
Density functional theory data (ωB97M-V with the def2-TZVPD basis set) for C20H25NO4 in the gas phase.

calculated total energy: -1132.80903 Ha
SMILES: COc1cc(C(=O)N[C@@H](C)CCc2ccccc2)cc(OC)c1OC
molecular weight: 343.4 u
multiplicity: 1
HOMO: -8.03 eV
orbital gap: 0.3219 Eh

Each line ends with the natural charge from an NBO analysis.
Element x y z (Å)
C 1.365 0.341 5.159  -0.250
O 2.310 0.457 4.123  -0.509
C 1.858 0.712 2.854  0.235
C 0.508 0.765 2.533  -0.268
C 0.079 0.990 1.234  -0.131
C -1.394 0.993 0.999  0.671
O -2.197 1.222 1.886  -0.634
N -1.766 0.716 -0.272  -0.629
C -3.143 0.526 -0.669  -0.056
C -3.301 0.979 -2.117  -0.613
C -3.614 -0.934 -0.455  -0.400
C -2.497 -1.987 -0.496  -0.449
C -1.700 -2.000 -1.770  0.080
C -0.331 -1.756 -1.756  -0.280
C 0.402 -1.756 -2.931  -0.196
C -0.224 -2.003 -4.140  -0.227
C -1.584 -2.266 -4.165  -0.203
C -2.313 -2.268 -2.990  -0.242
C 1.015 1.191 0.224  -0.306
C 2.365 1.159 0.525  0.267
O 3.364 1.353 -0.382  -0.481
C 3.014 1.616 -1.717  -0.250
C 2.810 0.915 1.843  0.280
O 4.165 0.886 1.968  -0.495
C 4.778 1.051 3.226  -0.239
H 1.949 0.200 6.068  0.199
H 0.758 1.247 5.255  0.183
H 0.709 -0.522 5.013  0.179
H -0.253 0.624 3.283  0.244
H -1.076 0.384 -0.926  0.406
H -3.738 1.177 -0.019  0.229
H -4.345 0.928 -2.415  0.212
H -2.963 2.007 -2.224  0.215
H -2.717 0.348 -2.783  0.210
H -4.086 -1.006 0.526  0.223
H -4.369 -1.165 -1.206  0.200
H -2.964 -2.967 -0.362  0.222
H -1.825 -1.826 0.350  0.214
H 0.172 -1.577 -0.814  0.221
H 1.466 -1.570 -2.899  0.212
H 0.346 -2.001 -5.057  0.214
H -2.076 -2.472 -5.104  0.214
H -3.372 -2.482 -3.017  0.210
H 0.694 1.416 -0.780  0.220
H 3.958 1.731 -2.249  0.202
H 2.449 0.789 -2.160  0.171
H 2.434 2.541 -1.811  0.176
H 4.402 1.936 3.745  0.177
H 5.838 1.182 3.008  0.188
H 4.642 0.176 3.865  0.186

Entry 2:
Density functional theory data (ωB97M-V with the def2-TZVPD basis set) for 2 unconnected molecules or ions with the total composition C6H17N3 at a distorted geometry.

calculated total energy: -402.30753 Ha
molecular weight: 131.2 u
multiplicity: 1
HOMO: -17.73 eV
orbital gap: 0.3226 Eh
charge: +2

Each line ends with the natural charge from an NBO analysis.
Element x y z (Å)
C 0.853 0.036 -0.414  0.562
C -1.716 1.032 0.417  -0.712
C -1.907 -0.291 -1.635  -0.764
C 3.089 0.619 0.115  -0.415
C 1.578 -0.583 1.735  -0.381
C -1.431 -0.263 -0.299  0.348
N 1.843 0.048 0.359  -0.378
N 0.973 0.591 -1.639  -0.816
N -1.868 -1.237 0.720  -0.755
H -2.770 1.321 0.319  0.269
H -1.477 1.031 1.455  0.225
H -1.283 1.851 -0.067  0.268
H -3.005 -0.660 -1.721  0.305
H -1.303 -0.991 -2.217  0.277
H -1.984 0.623 -2.096  0.275
H 2.884 1.639 0.181  0.239
H 3.739 0.181 0.942  0.258
H 3.433 0.394 -0.895  0.221
H 0.886 0.074 2.221  0.214
H 0.968 -1.492 1.420  0.182
H 2.433 -0.804 2.372  0.273
H 0.143 0.632 -2.313  0.439
H 1.944 0.531 -2.051  0.435
H -2.684 -1.758 0.360  0.473
H -2.256 -0.676 1.501  0.463
H -1.080 -1.849 1.228  0.494

Entry 3:
Density functional theory data (ωB97M-V with the def2-TZVPD basis set) for a molecular structure, C7H24FO5S2 at a distorted geometry.

calculated total energy: -1553.03637 Ha
molecular weight: 271.4 u
multiplicity: 1
HOMO: -3.66 eV
orbital gap: 0.2414 Eh
charge: -1

Each line ends with the natural charge from an NBO analysis.
Element x y z (Å)
F -0.688 0.250 -0.500  -0.586
C -2.646 1.127 -2.692  -0.248
O -1.624 1.453 -1.800  -0.749
H -2.392 0.519 -3.560  0.139
H -3.442 0.650 -2.120  0.164
H -2.953 2.096 -3.085  0.140
H -1.603 0.867 -1.040  0.460
C -1.018 -1.377 1.527  -0.307
O -0.588 -0.053 1.749  -0.864
H -1.620 -1.619 2.402  0.155
H -1.635 -1.366 0.628  0.224
H -0.128 -1.991 1.389  0.161
H -0.478 0.295 0.861  0.513
C -3.301 0.524 0.131  -0.279
O -2.551 -0.488 -0.518  -0.793
H -2.636 1.100 0.775  0.164
H -3.588 1.239 -0.640  0.173
H -4.156 0.141 0.689  0.161
H -1.623 -0.244 -0.544  0.441
C 0.519 1.686 1.468  -0.762
S 1.605 0.655 0.363  1.227
O 1.770 1.530 -0.875  -0.923
C 3.122 0.767 1.459  -0.859
H 0.508 1.215 2.451  0.235
H -0.489 1.547 1.079  0.230
H 0.756 2.746 1.556  0.199
H 3.323 1.836 1.524  0.227
H 4.025 0.423 0.955  0.216
H 2.997 0.487 2.506  0.222
C 0.909 -1.639 0.088  -0.904
S 1.608 -1.518 -1.609  1.173
O 1.606 -0.051 -2.055  -0.898
C 3.333 -1.889 -1.014  -0.814
H -0.053 -1.132 0.007  0.308
H 1.451 -1.208 0.930  0.218
H 0.753 -2.673 0.394  0.190
H 3.342 -2.782 -0.389  0.212
H 3.731 -0.985 -0.553  0.223
H 3.855 -2.138 -1.938  0.212

Entry 4:
Density functional theory data (ωB97M-V with the def2-TZVPD basis set) for a molecular structure, C3H6P2 at a distorted geometry.

calculated total energy: -800.50339 Ha
molecular weight: 104.0 u
multiplicity: 1
HOMO: -9.07 eV
orbital gap: 0.3528 Eh

Each line ends with the natural charge from an NBO analysis.
Element x y z (Å)
C 1.205 1.079 0.120  -0.655
C -0.736 0.974 -0.117  -0.721
C 0.600 -1.521 -0.204  -1.050
P 2.003 -0.347 -0.018  0.706
P -1.133 -0.816 0.142  0.562
H 1.457 2.064 0.521  0.222
H -0.937 1.613 0.809  0.246
H -0.776 1.372 -1.132  0.233
H 0.535 -2.194 -1.105  0.255
H 0.571 -2.220 0.663  0.254
H -0.923 -0.789 1.526  -0.053